Density functional theory data (the ωB97M-V functional and the def2-TZVPD basis) for a gas-phase ion, C3H10N5 (charge +1) in a non-equilibrium geometry.

Each line ends with the Mulliken charge.
CARTESIAN COORDINATES (ANGSTROEM)
C 0.272 -1.550 1.236  -1.21
N 1.122 -0.090 -0.426  0.92
H 0.233 -2.628 1.024  0.37
C -1.753 0.757 -1.013  -0.81
N -0.241 1.404 0.678  -0.21
H 2.567 0.167 -1.592  0.29
H 1.379 -1.217 1.455  0.30
C -0.170 -0.741 0.023  0.13
N 1.023 1.165 0.088  -0.20
H -1.037 0.971 -1.758  0.36
N -1.051 0.447 0.229  -0.12
H -2.364 1.646 -0.892  0.30
H -0.440 -1.516 -0.574  0.48
H -2.454 -0.101 -1.225  0.32
N 1.815 -0.488 -1.371  -0.72
H 1.756 1.841 0.165  0.22
H -0.284 1.447 1.705  0.31
H -0.372 -1.512 2.246  0.28

Spin multiplicity = 1
SMILES = [H]/N=[N+]1\NNN(C)[C@@H]1C
Charge = +1
ΔE to the lowest compared entry with this formula, charge and spin = 137.3 kcal per mole
Highest occupied orbital energy = -14.15 eV
Gap between HOMO and LUMO = 8.9 eV

***

Density functional theory data (the ωB97M-V functional and the def2-TZVPD basis) for 3 unconnected molecules or ions with the total composition C2H5N2O3 in a non-equilibrium geometry.

Each line ends with the Mulliken charge.
CARTESIAN COORDINATES (ANGSTROEM)
H 2.009 -0.204 0.682  0.21
C -0.961 1.976 -1.579  -0.44
O 0.065 4.151 -0.780  -0.65
C -0.117 3.050 -1.236  0.72
O -2.773 1.646 0.462  -0.48
H 0.389 -0.063 0.466  0.35
O 0.608 2.024 -1.601  -0.42
H -1.478 2.017 -2.600  0.14
H 1.337 -0.264 -0.852  0.29
H -2.043 0.195 -0.546  0.22
N 1.244 -0.526 0.042  -0.80
N -1.826 0.834 0.234  -0.13

Spin multiplicity = 1
Charge = -1
ΔE to the lowest compared entry with this formula, charge and spin = 182.0 kcal per mole
Highest occupied orbital energy (spin up / spin down) = -3.33 / -3.33 eV
Gap between HOMO and LUMO (spin up / spin down) = 7.6 / 7.6 eV

***

Density functional theory data (the ωB97M-V functional and the def2-TZVPD basis) for C3H5NOS in the gas phase in a non-equilibrium geometry.

Each line ends with the Mulliken charge.
CARTESIAN COORDINATES (ANGSTROEM)
H 1.001 2.418 -1.953  0.26
C -0.052 -0.555 0.840  -0.66
H -1.373 1.035 1.114  0.28
O -0.371 -1.148 -1.779  -0.51
C 0.978 2.037 -0.962  -0.25
H 1.102 -0.658 1.076  0.34
H 0.250 -2.834 0.062  0.12
N 0.101 1.483 -0.301  0.02
C -0.381 0.832 0.655  -0.27
S -0.737 -1.720 -0.505  0.30
H -0.517 -0.891 1.754  0.37

Spin multiplicity = 1
ΔE to the lowest compared entry with this formula, charge and spin = 127.6 kcal per mole
Highest occupied orbital energy (spin up / spin down) = -7.81 / -7.81 eV
Gap between HOMO and LUMO (spin up / spin down) = 8.1 / 8.1 eV

***

Density functional theory data (the ωB97M-V functional and the def2-TZVPD basis) for CHN3O3S in the gas phase in a non-equilibrium geometry.

Each line ends with the Mulliken charge.
CARTESIAN COORDINATES (ANGSTROEM)
O 0.735 -0.116 1.656  -0.49
S 1.168 -0.173 0.269  0.64
N 2.461 1.230 -0.061  0.80
O 2.714 2.016 0.780  -0.48
C 2.226 -1.527 -0.065  0.34
N 3.024 -2.349 0.006  -0.27
H -0.415 0.426 -0.874  0.32
O 2.856 1.118 -1.170  -0.50
N 0.156 -0.422 -0.976  -0.35

Spin multiplicity = 3
ΔE to the lowest compared entry with this formula, charge and spin = 171.8 kcal per mole
Highest occupied orbital energy (spin up / spin down) = -7.50 / -11.23 eV
Gap between HOMO and LUMO (spin up / spin down) = 6.6 / 6.7 eV

***

Density functional theory data (the ωB97M-V functional and the def2-TZVPD basis) for a molecular structure, C4H6O2Tb in a non-equilibrium geometry.

Each line ends with the Mulliken charge.
CARTESIAN COORDINATES (ANGSTROEM)
H 0.860 0.129 -3.089  0.29
H 0.605 -0.402 2.323  0.20
C 0.522 -0.924 -1.500  0.00
O 1.103 -0.737 -2.742  -0.51
H -0.555 0.799 -1.460  0.04
H 0.748 -1.916 -1.106  0.36
H 1.126 0.903 1.243  0.27
C 0.223 0.435 1.696  -0.02
C -0.672 -0.116 0.569  -0.70
Tb -2.322 1.591 1.573  1.33
C -0.148 0.006 -0.794  -0.55
H -1.035 -1.137 0.778  0.14
O -0.455 1.369 2.509  -0.85

Spin multiplicity = 8
ΔE to the lowest compared entry with this formula, charge and spin = 2.4 kcal per mole
Highest occupied orbital energy (spin up / spin down) = -6.33 / -6.47 eV
Gap between HOMO and LUMO (spin up / spin down) = 5.9 / 5.5 eV

***

Density functional theory data (the ωB97M-V functional and the def2-TZVPD basis) for 11 unconnected molecules or ions with the total composition C21H64O11 in a non-equilibrium geometry.

Each line ends with the Mulliken charge.
CARTESIAN COORDINATES (ANGSTROEM)
H 13.211 -11.105 15.630  0.45
H 13.294 -7.112 6.835  0.36
H 14.403 -7.677 15.181  0.09
H 13.613 -4.463 7.760  0.20
H 10.859 -5.985 11.121  0.37
H 18.554 -8.912 17.741  0.24
H 15.092 -8.400 11.819  -0.51
C 14.036 -8.984 17.380  -1.40
H 15.402 -10.032 16.198  0.43
H 16.266 -9.221 12.771  0.41
O 15.845 -5.553 8.401  -0.49
C 12.576 -4.767 7.971  -1.41
O 13.448 -6.418 9.624  -0.30
H 14.506 0.296 13.063  0.36
H 13.626 -9.820 17.894  0.45
H 15.957 -4.764 8.956  0.25
H 19.043 -4.493 12.122  0.29
H 10.549 -6.401 12.714  0.30
O 13.588 -6.301 14.596  -0.41
C 13.386 -9.960 10.234  -0.03
H 11.302 -10.612 10.221  0.35
H 18.593 -6.080 12.558  0.11
H 11.485 -9.028 11.883  0.17
H 12.377 -12.686 10.491  0.42
H 12.668 -9.505 15.006  0.24
H 14.561 -4.586 15.319  -0.15
H 17.770 -5.372 14.690  0.13
H 14.891 -1.435 11.536  0.46
C 18.996 -7.848 17.631  -1.05
C 17.062 -6.243 8.405  -0.27
H 18.723 -8.777 14.208  0.31
H 16.569 -4.096 16.966  0.32
H 14.319 -6.128 9.289  0.13
C 12.544 -7.263 7.585  -1.48
H 18.251 -9.698 15.592  0.53
H 18.338 -7.027 17.801  0.23
H 11.681 -12.408 12.159  0.35
H 19.779 -7.676 18.372  0.36
H 13.701 -10.455 9.310  0.55
H 15.184 -3.044 12.112  0.34
C 18.404 -8.683 15.268  -1.09
O 15.144 -8.202 15.460  -0.18
H 13.060 -4.286 14.260  0.06
C 14.649 -1.615 13.716  1.04
H 17.780 -6.081 9.220  -0.13
H 14.002 -10.359 14.190  0.19
O 15.329 -2.248 14.799  -0.52
H 13.534 -1.824 13.746  0.05
C 13.547 -10.160 15.131  -1.27
H 14.669 -8.379 18.010  0.32
O 17.201 -4.690 15.054  -0.28
H 12.823 -4.866 15.875  0.33
H 11.497 -6.281 9.165  0.24
H 13.093 -8.330 17.228  0.22
H 16.604 -5.671 11.976  0.40
H 13.378 -12.121 11.753  0.31
H 11.555 -7.460 7.186  0.43
C 12.163 -10.630 10.885  0.50
H 18.266 -3.801 16.667  0.26
H 17.414 -8.211 15.260  0.01
C 11.354 -6.081 12.044  -0.98
H 20.354 -8.477 16.083  0.25
C 19.411 -7.881 16.151  0.42
H 20.160 -6.030 16.054  0.32
H 16.872 -7.362 8.362  0.23
H 15.749 -7.257 13.759  -0.27
H 16.736 -8.302 11.269  0.33
H 11.970 -4.808 7.077  0.44
C 15.303 -2.012 12.373  -1.42
H 13.194 -6.262 13.672  0.18
O 17.132 -5.021 11.432  -0.39
O 16.286 -7.171 12.935  0.59
C 14.732 -0.207 13.993  -1.51
C 17.426 -4.535 16.470  -0.32
H 15.709 -3.106 14.551  0.16
O 11.845 -9.923 12.078  -0.54
H 12.982 -6.877 11.229  0.31
H 17.649 -5.973 7.491  0.31
H 12.096 -3.962 8.562  0.31
C 13.544 -4.919 15.017  -0.16
O 12.410 -6.975 12.075  -0.27
C 12.339 -12.053 11.359  -1.51
C 16.109 -8.337 12.186  -0.34
H 13.974 0.073 14.740  0.35
C 12.447 -6.160 8.675  0.79
H 19.102 -5.735 10.925  0.32
H 11.669 -5.068 12.296  0.35
H 15.787 -0.107 14.459  0.29
H 14.198 -9.949 10.956  0.01
H 13.113 -8.896 10.073  -0.58
C 18.516 -5.378 11.733  -0.76
C 14.563 -9.393 16.053  0.49
H 16.373 -1.718 12.350  0.30
H 17.437 -5.539 16.850  -0.16
O 19.569 -6.625 15.527  -0.50
H 12.826 -8.213 7.977  0.33

Spin multiplicity = 1
SMILES = CC(C)O.CC(C)O.CC(C)O.CC(C)O.CC(C)O.CO.CO.CO.CO.CO.CO
ΔE to the lowest compared entry with this formula, charge and spin = 86.2 kcal per mole
Highest occupied orbital energy = -9.68 eV
Gap between HOMO and LUMO = 10.3 eV